# 1
# C48H60HfN2O3P2Se

A structure of composition C48H60HfN2O3P2Se at a distorted geometry (wB97M-V/def2-TZVPD, OMol25).

Its energy above the lowest of the compared OMol25 structures with the same formula, charge and spin is 10.9 kcal per mole. As for the charge: +2. The calculation puts the HOMO energy at -13.17 eV. Its gap between HOMO and LUMO is 0.2824 Eh. The value obtained for the energy is -145095.872 eV. Its multiplicity is 1.

Last column: Löwdin charge in e.
CARTESIAN COORDINATES (ANGSTROEM)
Hf 0.658 -0.232 -0.568  1.351
O 2.767 -0.068 -0.509  -0.053
C 2.633 0.832 -1.399  -0.546
O 1.556 0.752 -2.112  -0.164
C 3.384 2.091 -1.412  -0.157
C 4.749 2.200 -1.618  0.011
C 5.321 3.461 -1.620  -0.034
C 4.527 4.582 -1.414  -0.027
C 3.165 4.458 -1.166  -0.068
C 2.567 3.203 -1.144  -0.296
P 0.762 2.945 -0.803  1.085
C 0.364 4.330 0.324  -0.369
C 1.303 4.745 1.271  -0.131
C 0.990 5.726 2.199  -0.060
C -0.279 6.288 2.220  -0.059
C -1.232 5.856 1.310  -0.059
C -0.914 4.884 0.371  -0.082
C 0.051 3.407 -2.439  -0.330
C 0.873 3.640 -3.540  -0.073
C 0.330 3.996 -4.768  -0.055
C -1.043 4.116 -4.921  -0.061
C -1.874 3.851 -3.844  -0.066
C -1.332 3.488 -2.619  -0.133
H 5.346 1.317 -1.809  0.133
H 6.383 3.572 -1.793  0.121
H 4.971 5.569 -1.448  0.122
H 2.567 5.344 -1.001  0.123
H 2.291 4.299 1.296  0.104
H 1.740 6.050 2.910  0.115
H -0.520 7.057 2.941  0.115
H -2.228 6.279 1.325  0.113
H -1.674 4.578 -0.332  0.083
H 1.947 3.546 -3.462  0.103
H 0.988 4.181 -5.607  0.115
H -1.460 4.407 -5.877  0.115
H -2.949 3.923 -3.955  0.109
H -2.001 3.247 -1.807  0.032
C 0.477 0.776 4.782  -0.084
C -0.094 0.744 3.359  -0.505
C -0.112 2.159 2.792  -0.134
P 0.710 -0.443 2.187  1.035
C -0.120 -2.066 2.593  -0.507
C -1.468 -2.180 1.886  -0.135
C -0.324 -2.359 4.081  -0.088
C 2.519 -0.613 2.550  -0.528
C 2.929 -1.410 3.788  -0.080
C 3.185 0.769 2.513  -0.098
H -0.130 1.466 5.372  0.096
H 1.498 1.154 4.798  0.070
H 0.456 -0.185 5.285  0.058
H -1.124 0.374 3.404  0.104
H 0.898 2.565 2.733  0.064
H -0.691 2.817 3.445  0.100
H -0.562 2.201 1.802  -0.009
H 0.534 -2.823 2.180  0.066
H -2.151 -1.382 2.187  0.077
H -1.930 -3.136 2.150  0.101
H -1.342 -2.154 0.803  0.016
H -1.079 -1.705 4.521  0.085
H 0.588 -2.281 4.663  0.060
H -0.686 -3.386 4.183  0.094
H 2.877 -1.167 1.679  0.074
H 2.562 -0.968 4.713  0.071
H 4.020 -1.429 3.842  0.096
H 2.589 -2.444 3.733  0.062
H 2.999 1.329 3.429  0.072
H 2.844 1.377 1.673  0.049
H 4.265 0.649 2.410  0.097
C -5.006 1.755 -0.789  0.009
N -4.671 0.338 -0.676  -0.051
C -3.467 -0.193 -0.452  -0.610
Se -1.888 0.796 -0.270  0.760
N -3.604 -1.524 -0.378  0.136
C -4.941 -1.882 -0.553  -0.158
C -5.589 -3.108 -0.558  0.010
C -6.954 -3.079 -0.770  -0.050
C -7.644 -1.873 -0.968  -0.046
C -6.992 -0.655 -0.958  0.014
C -5.622 -0.692 -0.744  -0.145
H -4.099 2.343 -0.699  0.043
H -5.694 2.029 0.008  0.112
H -5.474 1.942 -1.753  0.110
H -2.845 -2.151 -0.171  0.121
H -5.059 -4.040 -0.405  0.123
H -7.506 -4.009 -0.784  0.119
H -8.713 -1.899 -1.133  0.119
H -7.525 0.275 -1.110  0.123
C 3.710 -4.261 0.278  -0.035
C 2.267 -4.153 0.788  -0.383
C 2.046 -5.077 1.986  -0.056
C 1.316 -4.426 -0.362  -0.127
C 1.115 -5.736 -0.793  -0.015
C 0.406 -6.012 -1.946  -0.046
C -0.030 -4.964 -2.741  -0.021
C 0.149 -3.641 -2.357  -0.141
C -0.103 -2.555 -3.388  -0.342
C -1.061 -1.451 -2.976  -0.058
C 1.246 -1.993 -3.858  -0.033
C 0.734 -3.401 -1.110  -0.187
O 0.712 -2.104 -0.583  -0.284
H 4.418 -4.092 1.093  0.087
H 3.907 -3.527 -0.507  0.084
H 3.898 -5.254 -0.135  0.091
H 2.129 -3.125 1.101  0.078
H 2.362 -6.097 1.760  0.084
H 0.997 -5.114 2.289  0.083
H 2.641 -4.743 2.838  0.079
H 1.534 -6.550 -0.215  0.121
H 0.237 -7.036 -2.253  0.116
H -0.493 -5.169 -3.699  0.122
H -0.558 -3.044 -4.251  0.139
H -0.643 -0.766 -2.227  -0.047
H -1.978 -1.849 -2.539  0.084
H -1.318 -0.816 -3.823  0.110
H 1.864 -1.678 -3.014  0.061
H 1.116 -1.144 -4.531  0.093
H 1.809 -2.766 -4.381  0.098

---

# 2
# C48H62N3O2S2

The ion C48H62N3O2S2 with charge +1 at a distorted geometry (wB97M-V/def2-TZVPD, OMol25).

As for the charge: +1. The calculation puts the HOMO energy at -10.52 eV. Its gap between HOMO and LUMO is 0.2727 Eh. The value obtained for the energy is -81005.617 eV. Its multiplicity is 1.

Last column: Löwdin charge in e.
CARTESIAN COORDINATES (ANGSTROEM)
C 2.915 1.043 -1.565  -0.120
C 3.208 -0.022 -2.615  -0.510
C 4.033 0.703 -3.682  -0.061
C 4.065 -1.110 -1.944  -0.024
C 1.859 -0.547 -3.141  -0.109
C 1.494 -0.216 -4.462  -0.086
C 0.449 -0.844 -5.099  -0.064
C -0.200 -1.890 -4.462  -0.028
C 0.078 -2.248 -3.125  -0.049
C -0.497 -3.627 -2.680  -0.526
C -1.265 -3.599 -1.368  -0.057
C 0.582 -4.725 -2.732  -0.034
C -1.553 -4.156 -3.653  -0.090
C 0.933 -1.349 -2.405  -0.077
N 0.939 -1.331 -0.951  0.052
C 1.589 -2.443 -0.264  -0.106
C 1.071 -2.411 1.128  -0.069
N 0.371 -1.105 1.194  0.057
C 0.011 -0.760 2.590  -0.070
C 1.041 -0.239 3.422  -0.096
C 2.535 0.027 3.062  -0.515
C 2.998 1.310 3.762  -0.054
C 2.877 0.248 1.594  -0.054
C 3.389 -1.114 3.642  -0.026
C 0.745 -0.028 4.766  -0.033
C -0.558 -0.098 5.242  -0.029
C -1.533 -0.700 4.450  -0.034
C -1.229 -1.192 3.177  -0.054
C -2.232 -2.256 2.630  -0.506
C -3.616 -2.182 3.308  -0.058
C -1.740 -3.686 2.907  -0.026
C -2.533 -2.074 1.159  -0.056
C 0.347 -0.490 -0.024  -0.122
C -0.442 0.681 -0.465  -0.093
C -1.278 1.179 0.744  -0.211
C -0.704 1.869 1.844  -0.069
C -1.557 2.337 2.857  0.049
C -2.921 1.970 2.789  -0.150
N -3.610 1.772 4.012  -0.301
O -4.703 1.149 3.962  0.045
O -3.076 2.143 5.089  0.060
C -3.492 1.404 1.645  0.017
C -2.670 1.100 0.601  -0.051
H 2.173 0.672 -0.853  0.017
H 3.847 1.344 -1.049  0.114
H 2.442 1.923 -2.043  0.030
H 4.281 0.058 -4.533  0.100
H 3.520 1.604 -4.051  0.080
H 4.979 1.049 -3.228  0.098
H 3.899 -2.113 -2.370  0.100
H 5.134 -0.858 -2.068  0.096
H 3.886 -1.129 -0.861  0.053
H 2.071 0.560 -5.003  0.116
H 0.145 -0.555 -6.106  0.119
H -0.943 -2.459 -5.042  0.107
H -2.148 -2.943 -1.467  0.100
H -1.637 -4.616 -1.166  0.104
H -0.682 -3.274 -0.500  0.043
H 0.805 -4.936 -3.788  0.097
H 1.535 -4.492 -2.243  0.071
H 0.172 -5.644 -2.288  0.099
H -1.125 -4.381 -4.634  0.086
H -1.952 -5.103 -3.251  0.101
H -2.385 -3.449 -3.746  0.099
H 1.352 -3.389 -0.792  0.111
H 2.679 -2.307 -0.284  0.103
H 0.357 -3.219 1.322  0.102
H 1.872 -2.461 1.872  0.116
H 3.071 1.173 4.845  0.080
H 4.000 1.590 3.405  0.096
H 2.315 2.141 3.549  0.095
H 2.770 -0.654 0.985  0.053
H 2.283 1.062 1.147  0.046
H 3.935 0.545 1.506  0.107
H 3.148 -2.095 3.218  0.074
H 4.457 -0.920 3.461  0.101
H 3.234 -1.169 4.725  0.091
H 1.526 0.225 5.479  0.112
H -0.825 0.285 6.242  0.129
H -2.521 -0.836 4.894  0.113
H -4.035 -1.164 3.284  0.074
H -4.313 -2.841 2.760  0.102
H -3.591 -2.535 4.350  0.093
H -0.769 -3.901 2.454  0.057
H -1.653 -3.862 3.987  0.099
H -2.466 -4.407 2.498  0.099
H -1.627 -1.907 0.583  0.046
H -3.057 -2.960 0.782  0.097
H -3.184 -1.204 1.010  0.075
H -1.049 0.241 -1.395  0.193
H 0.362 2.031 1.930  0.067
H -1.197 2.818 3.736  0.120
H -4.562 1.160 1.649  0.141
H -3.064 0.784 -0.399  0.151
C -3.764 4.836 -1.376  -0.063
C -2.904 4.897 -0.269  -0.047
C -1.826 4.002 -0.177  -0.085
C -1.577 3.068 -1.184  -0.334
C -0.314 2.205 -1.204  -0.785
S 0.017 2.087 -2.929  0.978
C 0.443 3.773 -3.362  -0.398
C 0.457 4.835 -2.275  -0.261
C 1.241 4.551 -0.999  -0.415
S 0.993 2.941 -0.281  0.988
C -2.458 2.999 -2.267  -0.105
C -3.531 3.888 -2.387  -0.051
H -4.605 5.487 -1.444  0.096
H -3.033 5.688 0.527  0.131
H -1.114 4.135 0.662  0.109
H 1.441 3.549 -3.787  0.075
H -0.236 4.121 -4.170  0.102
H 0.915 5.736 -2.720  0.129
H -0.574 5.120 -1.995  0.105
H 2.355 4.637 -1.128  0.101
H 0.888 5.252 -0.217  0.084
H -2.245 2.365 -3.166  0.088
H -4.156 3.853 -3.306  0.121

---

> Which of these has the highest energy?

C48H62N3O2S2

---

> Which formula does entry 2 have?

C48H62N3O2S2

---

> Among the records above, which one has the highest charge?

C48H60HfN2O3P2Se